Record 1
Computed, not measured: a structure of composition C32H25BrEuIN13SSe, with ωB97M-V/def2-TZVPD.

* Kohn-Sham gap (alpha / beta): 4.10 / 2.69 eV
* 2S+1: 7
* energy above the lowest of the compared OMol25 structures with the same formula, charge and spin: 526.4 kJ/mol
* charge: +3
* HOMO energy (alpha / beta): -13.1 / -15.8 eV
* E: -8326.9259 Eh

```
75
Properties=species:S:1:pos:R:3:forces:R:3
Eu 0.8427 -1.2880 -0.4985 1.0598 -0.8697 -0.5433
I 0.1990 1.6504 0.3814 0.1538 1.4822 0.3295
Br -2.0332 3.8735 -1.0617 1.3649 0.6356 -0.0037
Se 3.9348 0.7714 -2.4810 -0.6234 1.7310 -0.3130
S 0.3832 -1.2657 2.3578 -0.3101 -0.1057 -0.3848
N -0.2830 -0.0632 -2.6520 -0.1134 -0.1753 0.2408
N 5.2183 -0.3834 -2.5990 1.4358 -0.5278 -0.3806
N 1.3216 0.4267 4.2816 -0.0151 -0.1002 -0.0726
N -7.7380 1.0508 1.8642 -0.4856 0.2399 0.2600
N -0.3208 -3.4505 0.3947 -0.1267 0.1741 -0.0220
N -1.7173 -5.4280 1.7436 -0.0189 -0.1709 0.1018
N 2.3457 1.2737 4.5472 -0.0153 0.2016 0.3956
N 2.6040 0.3015 2.6109 0.0922 0.0611 0.3596
N 2.8429 -0.3653 -1.6168 -1.6531 -0.3489 0.5838
N 2.9410 -2.5763 -0.8703 -0.7410 1.4950 -0.3556
N -1.7364 1.2072 -4.6494 -0.0255 0.1488 -0.1728
N -1.6378 -1.3853 -0.7292 0.1590 0.0444 0.0135
N 3.1348 -0.1458 1.4030 -0.0640 -0.0926 -0.0104
C 0.7641 3.5207 -0.5214 1.5772 -2.3694 1.0232
C 5.5979 -2.7171 -1.9463 -0.0929 0.7534 -0.2371
C -7.2239 -0.0762 2.3293 0.2416 0.0175 -0.2034
C -2.3234 -4.3335 1.3142 0.0414 0.2105 -0.0857
C 2.1027 3.8731 -0.5367 -0.8698 -1.0600 0.2670
C 5.0010 -3.7752 -1.3156 -0.9870 -0.4151 0.5557
C -2.2605 -0.3385 -1.2954 -0.0570 -0.1099 0.0347
C 3.1377 1.1995 3.5337 -0.0575 -0.2781 -0.2041
C -0.2215 4.3912 -0.9690 -2.2130 -0.2286 -0.3367
C -7.0916 1.7253 0.9275 0.2869 -0.2109 -0.0614
C -3.4610 0.1547 -0.8243 0.1015 -0.0227 0.0240
C -3.4931 -1.6234 0.7517 -0.0370 0.0339 0.0174
C 3.6923 -3.6674 -0.8024 1.1643 -1.4984 0.0543
C 1.4399 -0.1837 3.1076 0.2415 0.4832 -0.0274
C -0.4456 0.9550 -4.7965 -0.1491 0.0176 0.0151
C -5.3463 0.0770 0.8389 -0.1816 0.0733 0.1015
C 1.4803 6.0440 -1.3552 -1.6599 0.7235 -0.4192
C 3.5111 -1.5132 -1.4998 0.2749 -0.6185 0.1772
C 4.3823 1.9767 3.3461 0.0376 0.0051 -0.0289
C -5.8902 1.2818 0.3904 -0.0171 0.0282 0.0394
C -1.6306 -3.3076 0.6742 0.0905 -0.3227 0.1484
C -0.4194 -5.5459 1.5152 -0.1340 0.0443 -0.0373
C 0.1475 5.6635 -1.3818 0.7312 1.6172 -0.4435
C -4.0954 -0.4577 0.2642 0.1567 -0.1208 -0.0659
C -2.2864 -2.0578 0.2359 -0.0521 0.0581 -0.0857
C 4.8401 -1.5254 -2.0478 0.1497 -0.4997 0.1215
C 2.4595 5.1445 -0.9605 0.7030 -0.1129 0.0993
C -2.3128 0.8142 -3.5247 0.0726 -0.0588 0.2074
C -1.5971 0.1831 -2.5094 -0.0209 0.1347 -0.2209
C 0.2790 0.3144 -3.7990 0.3740 -0.0826 0.1105
C 0.2714 -4.5690 0.8097 0.2007 0.1112 -0.0978
C -6.0327 -0.6023 1.8458 0.0207 -0.0687 0.0017
H -3.9536 -2.1854 1.5488 0.0217 0.0301 0.0058
H 2.8610 3.1699 -0.2153 -0.0589 0.0373 -0.0200
H -3.3943 -4.2861 1.4698 0.0126 0.0529 0.0180
H 3.2494 -4.5255 -0.3139 0.0696 -0.0333 -0.0219
H -3.3795 0.9857 -3.4454 -0.0149 -0.0392 0.0323
H -7.5494 2.6477 0.5913 0.0215 0.0041 -0.0193
H 5.1985 1.3590 2.9705 -0.0107 -0.0068 0.0174
H 5.5249 -4.7144 -1.2056 -0.0758 -0.0127 0.0279
H 6.5974 -2.7752 -2.3584 -0.0638 0.0582 0.0213
H -3.8908 1.0204 -1.3026 -0.0791 -0.0478 -0.0173
H 1.3210 -4.6879 0.5817 0.0271 0.0240 0.0204
H 0.0161 1.2625 -5.7266 0.0659 -0.0462 0.0281
H -7.7833 -0.5772 3.1098 0.0274 -0.0412 -0.0168
H -5.4021 1.8912 -0.3573 -0.0559 -0.0222 -0.0496
H 4.2152 2.8069 2.6558 0.0446 -0.0249 -0.0174
H -0.6154 6.3530 -1.7172 0.0282 0.0617 -0.0113
H 4.6719 2.3939 4.3075 0.0161 0.0038 -0.0049
H 3.6744 0.6122 0.9993 -0.0536 0.0355 -0.2369
H 3.5019 5.4337 -0.9666 0.0534 0.0425 -0.0107
H 1.3328 0.1067 -3.9312 0.0400 -0.0225 0.0566
H 1.7512 7.0497 -1.6460 -0.0104 0.0066 -0.0730
H 0.0742 -6.4328 1.8924 0.0424 0.0075 -0.0665
H 3.7857 -0.9033 1.6023 0.0112 -0.1023 -0.0695
H 0.5913 0.2988 4.9671 -0.0324 -0.0261 -0.0312
H -5.6750 -1.5324 2.2646 -0.0369 0.0045 -0.0308
```
Forces are in eV/Å.



Record 2
Computed, not measured: a cluster of 3 separate species, C32H25BrO6 in total, with ωB97M-V/def2-TZVPD.

* Kohn-Sham gap: 8.51 eV
* 2S+1: 1
* structure (SMILES): O=C1c2ccccc2C(=O)c2ccccc21.O=C1c2ccccc2C(=O)c2ccccc21.COC[C@@H](Br)OC
* HOMO energy: -9.6 eV
* E: -4259.8762 Eh

```
64
Properties=species:S:1:pos:R:3:forces:R:3
Br 1.1168 0.2594 4.3171 0.0938 0.0281 0.1065
O 6.3096 0.0028 -5.0850 0.0130 -0.0008 -0.0123
O 2.6002 2.0071 -1.7599 -0.0307 0.0181 0.0259
O 3.3449 0.9958 2.5095 0.2445 -0.1446 -0.2030
O -0.1223 0.7186 1.8664 0.0408 -0.1226 0.0070
O -5.0639 0.5150 1.2539 0.0068 0.0171 -0.0090
O -6.1841 -4.5088 2.7795 0.0008 -0.0216 -0.0011
C -8.7311 -1.1374 0.1197 0.0068 0.0121 0.0010
C -5.3042 -0.6275 1.5799 -0.0186 -0.0598 0.0210
C -2.4573 -2.9034 3.7996 -0.0070 -0.0113 0.0246
C 3.4476 1.5837 -2.5186 0.0675 -0.0355 -0.0558
C -6.8864 -2.5857 1.6058 0.0262 -0.0113 0.0305
C 2.3225 0.5479 1.6621 -0.1194 0.1127 0.0466
C 5.0474 1.2508 -0.6599 0.0167 -0.0124 0.1137
C 3.9135 0.9038 -6.2131 -0.0247 -0.0005 -0.0281
C 2.7001 1.3454 -6.7122 0.0111 -0.0039 -0.0033
C -4.3203 -1.4396 2.3519 -0.0364 0.0081 -0.0119
C -3.6791 -3.4720 3.4807 0.0306 0.0021 0.0144
C 3.5646 2.3909 2.5516 -0.1534 0.0377 0.0295
C 6.9574 0.1690 -2.3608 0.0182 -0.0077 0.0261
C -6.6001 -1.2761 1.2190 0.0415 0.0049 0.0013
C -4.6145 -2.7443 2.7549 -0.0253 -0.0112 -0.0190
C -2.1626 -1.6061 3.3961 -0.0178 0.0223 -0.0692
C 4.1689 0.9720 -4.8491 0.0300 -0.0220 0.0243
C 1.7335 1.8540 -5.8516 -0.0080 0.0036 0.0095
C 4.7789 1.1365 -2.0165 -0.0804 0.0207 -0.0148
C -8.0957 -3.1667 1.2429 -0.0384 0.0043 -0.0099
C 3.2002 1.4874 -3.9856 0.0107 0.0114 0.0398
C 5.7389 0.5982 -2.8731 -0.0026 -0.0013 -0.0471
C -9.0140 -2.4448 0.5003 0.0027 -0.0131 0.0038
C -7.5280 -0.5542 0.4777 -0.0345 0.0035 -0.0190
C -0.1568 2.1418 1.9454 0.0024 -0.0065 0.0391
C 1.0090 0.0902 2.3450 -0.1525 0.1345 -0.1453
C 5.4830 0.4788 -4.3383 -0.0401 0.0249 0.0435
C 1.9820 1.9248 -4.4917 -0.0231 0.0071 -0.0275
C 6.2609 0.8224 -0.1512 0.0105 0.0004 -0.0347
C 7.2159 0.2789 -1.0044 -0.0011 -0.0018 -0.0073
C -5.9179 -3.3838 2.4155 0.0077 0.0621 -0.0211
C -3.0918 -0.8769 2.6737 0.0327 0.0143 0.0044
H -9.4523 -0.5741 -0.4579 -0.0003 -0.0042 -0.0014
H -0.0605 2.5726 0.9483 0.0215 -0.0202 -0.0055
H 4.2889 1.6753 -0.0178 0.0304 -0.0259 -0.0030
H 7.6877 -0.2492 -3.0401 -0.0072 0.0059 -0.0093
H 0.7848 2.1953 -6.2446 0.0028 0.0006 -0.0022
H 0.6331 2.5260 2.5916 -0.0124 0.0153 0.0157
H 4.6767 0.5009 -6.8648 0.0073 -0.0026 0.0121
H 2.0434 1.3226 0.9411 0.0587 -0.0480 -0.0680
H -7.2870 0.4605 0.1915 0.0133 -0.0032 0.0046
H 1.2443 2.3170 -3.8050 0.0088 -0.0012 0.0078
H -1.2105 -1.1546 3.6401 -0.0229 -0.0367 0.0588
H 3.2914 2.8613 1.6012 -0.0009 0.0496 0.0395
H -9.9541 -2.8996 0.2165 -0.0014 0.0047 0.0020
H 0.8367 -0.9703 2.1900 0.0181 -0.0067 0.0240
H -1.1197 2.4207 2.3706 0.0111 0.0320 -0.0236
H 2.9949 2.8608 3.3606 -0.0114 -0.0193 -0.0275
H -2.8741 0.1303 2.3466 -0.0018 -0.0071 -0.0052
H -8.2969 -4.1830 1.5533 0.0126 0.0010 0.0068
H 6.4624 0.9081 0.9087 -0.0072 -0.0103 0.0008
H 8.1643 -0.0597 -0.6083 -0.0005 0.0027 0.0002
H 2.7076 -0.3047 1.0967 0.0063 0.0050 0.0599
H 4.6276 2.5525 2.7277 -0.0137 0.0048 0.0502
H 2.5040 1.2933 -7.7751 -0.0037 -0.0013 0.0023
H -3.9281 -4.4796 3.7848 -0.0102 0.0010 -0.0086
H -1.7305 -3.4705 4.3672 0.0017 0.0020 -0.0035
```
Forces are in eV/Å.



Record 3
Computed, not measured: a cluster of 2 separate species, C32H25F5N2O5 in total, with ωB97M-V/def2-TZVPD.

* Kohn-Sham gap: 5.32 eV
* 2S+1: 1
* HOMO energy: -6.6 eV
* E: -2219.3634 Eh

```
69
Properties=species:S:1:pos:R:3:forces:R:3
F 2.3599 -2.3512 5.0167 0.1481 -0.3996 -1.1629
F 0.8341 -4.8661 1.2837 0.6055 0.6008 0.5074
F 4.0827 -0.9748 3.3877 -0.6354 -1.0093 -0.4535
F 0.8084 -4.3788 4.0036 0.6540 0.5864 -0.6823
F 4.2057 -1.6047 0.7023 -0.7729 -0.5106 0.7765
O -2.0614 0.7416 1.3548 0.0193 0.4866 0.2056
O -1.0871 2.7224 0.9293 -0.3403 0.2840 -0.0951
O -0.1203 3.1673 -1.1655 -0.3667 0.3739 -0.1074
O -0.5705 1.8322 -2.9388 0.3776 0.4405 0.3060
O 1.8520 -0.4793 -2.3034 0.3951 -1.3863 0.6455
N 2.4788 -3.4980 -0.4225 -0.0124 -0.2167 0.0232
N 2.3831 -3.3246 -2.5911 0.0099 -0.1716 1.3095
C 2.8769 -4.7174 -0.9541 0.1254 0.1439 -0.0956
C 2.4983 -3.2198 0.9845 0.1648 -0.2158 -0.1584
C 1.2109 1.0613 1.5601 -0.4373 -0.1513 0.4123
C 2.2363 -2.8391 -3.9526 -0.2065 0.2454 -0.7474
C -0.9322 3.7131 -0.1109 0.4399 -0.6816 0.3151
C -2.3038 4.1310 -0.6147 0.0599 0.2028 -0.0359
C 2.8267 -4.6071 -2.2990 -0.1824 0.5049 0.3773
C 1.9587 2.2135 1.8686 -0.3118 -0.2418 -0.2127
C -0.1446 4.8696 0.5001 -0.1712 -0.2558 -0.2065
C -1.8962 -0.1124 -1.3410 -0.4064 -0.6890 -0.3200
C 0.6106 0.3397 2.6036 0.0671 0.2784 0.1740
C 1.6351 -3.6858 3.1910 -0.3025 -0.2206 0.4608
C -3.7110 0.5851 -2.9823 -0.2429 -0.0299 -0.0183
C 1.7083 -1.2489 -1.3260 -1.4905 2.7547 0.4504
C 2.0137 2.6854 3.1795 0.0035 -0.1798 -0.0151
C 0.6898 0.7972 3.9181 0.0060 -0.0393 -0.2188
C 1.6667 -3.9446 1.8251 -0.6016 -0.2967 -0.1442
C 1.0895 0.5587 0.1782 0.2987 1.0445 0.0835
C 1.1493 -0.7817 -0.0604 0.6905 -2.1529 -1.5273
C -3.3700 0.1551 -1.6988 0.6223 0.1165 0.1780
C -5.7023 0.2231 -1.0517 0.2838 0.1032 -0.1859
C 1.3698 1.9836 4.2070 -0.0185 -0.0311 -0.2121
C -6.0516 0.6086 -2.3521 0.1383 -0.0791 0.0166
C 3.3247 -1.9716 2.8824 0.1868 0.6346 0.1744
C -4.3572 0.0188 -0.7234 -0.3306 -0.0605 -0.0709
C 2.1423 -2.6599 -1.4293 0.5706 -0.7202 -1.0356
C -1.5309 1.4758 0.5372 0.4081 -0.3104 -0.2408
C -0.6372 2.0158 -1.7421 -0.6490 -0.6359 0.2269
C -5.0532 0.7975 -3.3166 0.1216 -0.0304 0.2810
C 3.3559 -2.2658 1.5241 0.6109 0.4541 -0.4192
C 2.4483 -2.6777 3.7105 -0.1212 0.2790 0.6487
C -1.2023 1.0612 -0.7993 0.4775 1.8360 0.3627
H 0.8146 -1.5311 0.6553 0.2700 0.4201 0.0328
H 0.1853 0.2278 4.7005 0.1665 0.2592 -0.1288
H 3.1869 -2.9617 -4.4851 -0.1665 0.0621 0.2425
H 0.8296 4.5185 0.8489 -0.1900 0.0106 -0.0585
H 3.1888 -5.5318 -0.3266 -0.0308 0.0073 0.0409
H -5.3108 1.1078 -4.3307 0.0108 -0.0487 0.3052
H 1.9608 -1.7842 -3.9239 0.0620 -0.2060 0.0210
H -4.0495 -0.2283 0.2951 -0.1878 -0.0317 -0.3169
H 1.3864 2.3637 5.2301 0.0541 -0.1052 -0.3131
H -1.3551 -0.4132 -2.2479 -0.1677 -0.2178 0.2221
H 3.0764 -5.3196 -3.0646 -0.0444 0.0507 -0.0394
H -6.4683 0.0796 -0.2877 0.1669 0.0992 -0.2436
H 0.0044 5.6425 -0.2595 -0.0419 -0.0966 0.1203
H 1.4713 -3.4254 -4.4764 0.1257 0.1246 0.2401
H 1.3813 1.2660 -0.6006 0.2595 -0.4705 0.1619
H -7.1013 0.7646 -2.6130 0.3354 -0.0507 0.0769
H -1.8574 -0.8903 -0.5658 -0.0005 -0.1131 -0.3307
H -0.7015 5.2841 1.3449 0.0760 -0.0635 -0.1277
H 2.5521 3.6114 3.3958 -0.1349 -0.3438 -0.0286
H 2.4893 2.7187 1.0555 -0.2685 -0.0162 0.3136
H -2.9059 0.7679 -3.6985 -0.3100 -0.1242 0.1186
H -2.1762 4.8962 -1.3891 -0.1083 -0.1886 0.0865
H 0.0342 -0.5553 2.3654 0.0733 0.3049 0.1599
H -2.8559 4.5643 0.2276 0.0303 -0.1362 -0.2152
H -2.8645 3.2791 -1.0220 0.1358 0.2204 0.0908
```
Forces are in eV/Å.